Computed, not measured: a 2-piece molecular cluster, C8H11ClOSi overall, with ωB97M-V/def2-TZVPD.

Results
**Expectation value of S²**: 2.029
**Charge**: 0
**2S+1**: 3

Each line ends with the Mulliken spin population.
Geometry (Å):
C: 0.7208 -3.1993 -1.3580  0.161
C: 1.6645 -2.5678 -0.5716  -0.064
C: -0.1487 -2.4328 -2.1394  -0.073
C: 1.6065 -1.2091 -0.3095  0.155
C: -0.1320 -1.0539 -1.9536  0.168
C: 0.6242 -0.4501 -0.9562  -0.052
C: -1.0192 3.3607 2.4149  0.013
C: 0.4425 0.9641 -0.6636  0.703
O: -1.9173 2.3494 1.9888  0.094
Si: -1.5114 0.9716 1.2889  0.719
Cl: -3.3258 0.3437 0.8257  0.085
H: 0.8112 -4.2710 -1.4514  0.009
H: 2.3485 -3.1291 -0.1379  -0.005
H: -0.7284 -3.1065 -2.8015  -0.002
H: 2.2058 -0.6315 0.2938  0.000
H: -0.6839 -0.3174 -2.4136  0.003
H: -1.4375 4.2670 2.8740  0.001
H: -0.5468 3.8433 1.5770  -0.014
H: -0.1119 2.9975 2.8877  0.000
H: 1.2244 1.2904 0.0974  -0.024
H: 0.3201 1.6851 -1.4189  0.016
H: -0.4053 0.2956 1.9269  0.107



Computed, not measured: an isolated ion of composition C3H12N5 and charge +1, with ωB97M-V/def2-TZVPD.

Results
**Expectation value of S²**: 2.007
**Relative energy (zero: lowest compared OMol25 entry of this formula, charge and spin)**: 0.0 kJ/mol
**Charge**: +1
**2S+1**: 3

Each line ends with the Mulliken spin population.
Geometry (Å):
C: 1.0693 -1.0043 -0.1008  -0.030
C: -0.8426 2.1497 -0.9503  -0.020
C: -0.7168 0.7460 -0.3895  0.671
N: 0.5493 0.3350 -0.3531  0.273
N: 0.5854 -1.5638 1.0816  0.028
N: -1.9912 -1.2374 0.4313  0.553
N: -1.8558 0.1904 0.0726  0.460
N: 2.5027 -0.8949 -0.2011  0.005
H: 0.7789 -1.6082 -0.9538  0.015
H: -0.6563 1.9892 -2.0682  0.036
H: -0.0203 2.8918 -0.5569  0.031
H: -1.8109 2.5182 -0.7812  0.002
H: -2.9051 -1.4427 0.9292  -0.010
H: 1.3489 1.0264 -0.2242  0.001
H: 0.5563 -0.8121 1.7869  0.008
H: 1.1872 -2.3552 1.3219  0.001
H: 3.1005 -0.3342 0.5475  0.000
H: -1.1066 -1.6210 0.8619  -0.017
H: -2.8377 0.3870 -0.2812  -0.011
H: 2.7772 -0.7480 -1.1680  0.003



Computed, not measured: a 2-piece molecular cluster, C10H19N3O5 overall, with ωB97M-V/def2-TZVPD.

Results
**Structure (SMILES)**: NC(=O)CC[C@H](N)C(=O)O.O=C(O)[C@@H]1CCCN1
**Relative energy (zero: lowest compared OMol25 entry of this formula, charge and spin)**: 215.4 kJ/mol
**Charge**: 0

Each line ends with the Löwdin charge.
Geometry (Å):
N: 3.0385 -3.0527 0.0625  0.222
C: 3.3396 -1.7460 -0.3563  -0.435
O: 3.1996 -1.4151 -1.5422  0.033
C: 4.1238 -0.7728 0.5436  -0.081
C: 3.3015 0.4388 1.1099  -0.078
C: 2.2761 0.9641 -0.0058  -0.237
N: 2.8760 1.8043 -1.0508  0.059
C: 1.2071 1.9932 0.5648  -0.452
O: 0.5752 1.7624 1.5631  0.091
O: 1.0454 3.1778 -0.0950  0.083
H: 2.8313 -3.0377 0.9332  0.016
H: 2.4055 -3.4965 -0.4455  0.055
H: 4.8685 -0.3899 -0.0871  0.099
H: 4.6062 -1.2869 1.3034  0.087
H: 2.7308 0.1972 1.9622  0.089
H: 3.9910 1.2545 1.4086  0.124
H: 1.7466 0.1560 -0.3772  0.108
H: 3.5585 2.3803 -0.5531  0.108
H: 3.3807 1.2262 -1.6059  0.033
H: 1.4417 3.0517 -0.9653  0.078
O: -3.2836 -1.0404 2.1497  0.106
C: -2.4028 -0.6437 1.4301  -0.485
O: -1.1185 -0.9526 1.6871  0.111
C: -2.5654 0.0829 0.1035  -0.196
C: -3.9008 0.9416 0.0668  -0.100
C: -4.5131 0.5068 -1.2941  -0.156
C: -4.1718 -0.9842 -1.2502  -0.212
N: -2.7451 -1.0316 -0.9068  -0.005
H: -1.0831 -1.3236 2.5491  0.099
H: -1.6858 0.6895 -0.1384  0.139
H: -4.5159 0.6960 0.9078  0.096
H: -3.7152 2.0032 0.1191  0.103
H: -5.5132 0.7426 -1.4276  0.085
H: -3.9646 0.9250 -2.0640  0.083
H: -4.3747 -1.5009 -2.1674  0.102
H: -4.7485 -1.4962 -0.3998  0.141
H: -2.2414 -0.8233 -1.7321  0.086



Computed, not measured: C15H27N2O4P2Zr as an isolated structure, with ωB97M-V/def2-TZVPD.

Results
**Charge**: +3

Each line ends with the Löwdin charge.
Geometry (Å):
Zr: 0.4763 0.8778 0.1648  1.771
P: 2.6258 -0.7878 0.5200  0.818
C: 2.6539 -0.6241 -1.2781  -0.356
C: 1.4676 -1.1883 -1.9148  -0.348
N: 0.2555 -0.7436 -1.4239  -0.052
C: -0.9041 -1.1587 -1.9489  -0.302
C: -0.9295 -2.2526 -2.8080  0.029
C: 0.2884 -2.7452 -3.2954  0.031
C: 1.4873 -2.1568 -2.9098  0.027
C: -2.1888 -0.5090 -1.4639  -0.197
P: -2.2044 1.1739 -0.8890  0.891
H: 2.4588 -2.4907 -3.3191  0.155
H: -1.8809 -2.6782 -3.1012  0.140
H: 0.2996 -3.5806 -4.0070  0.149
H: -2.9802 -0.4577 -2.2339  0.138
H: -2.6185 -1.0917 -0.6186  0.130
H: 2.4337 0.9142 -1.5490  0.002
H: 3.5892 -0.7924 -1.8039  0.113
H: -0.0435 5.0331 0.5979  0.091
O: 1.8290 1.7610 -1.4766  -0.169
H: 1.3859 2.0443 -2.2772  0.084
H: -0.9303 1.7434 -0.5443  -0.055
O: -0.2555 4.0936 0.7470  -0.066
H: 0.4436 3.6397 1.2473  0.014
C: -2.5608 2.2685 -2.2318  -0.145
H: -3.4841 1.8258 -2.6285  0.096
H: -2.7045 3.2869 -1.8421  0.102
H: -1.7596 2.2641 -2.9813  0.093
C: -3.3210 1.4445 0.4517  -0.139
H: -3.0752 2.2958 1.1026  0.102
H: -4.2692 1.6249 -0.0688  0.102
H: -3.3886 0.5283 1.0486  0.077
C: 2.6617 -2.6087 0.6394  -0.203
H: 3.2983 -3.0240 -0.1596  0.083
H: 3.0807 -2.8972 1.6139  0.069
H: 1.6413 -2.9995 0.5237  0.056
C: 4.2553 -0.1436 1.0150  -0.215
H: 4.2332 -0.0927 2.1149  0.062
H: 5.0532 -0.8316 0.6967  0.084
H: 4.4094 0.8567 0.5749  0.067
O: 0.1111 1.8906 2.0268  -0.146
C: -0.4548 0.8465 2.5369  -0.453
C: -0.9209 0.6033 3.9142  -0.031
C: -1.3794 -0.8519 3.8601  -0.030
C: -1.1647 -1.3053 2.4172  -0.429
O: -1.3992 -2.3621 1.8896  0.147
N: -0.6041 -0.2123 1.7262  -0.021
H: -0.0552 0.7514 4.5779  0.166
H: -1.7501 1.2907 4.1389  0.163
H: -0.7707 -1.4906 4.5155  0.156
H: -2.4411 -0.9823 4.1131  0.153



| no. | E (Eh) |
| --- | --- |
| 1 | -1136.22836 |
| 2 | -394.85074 |
| 3 | -932.90687 |
| 4 | -1727.00667 |